1.
{
  "formula": "C20H48N3O2P2",
  "method": "ωB97M-V/def2-TZVPD",
  "fmax_ev_per_a": 4.91,
  "lumo_ha": -0.12683,
  "multiplicity": 1,
  "charge": 1,
  "homo_lumo_gap_ha": 0.322,
  "e_tot_ha": -1787.9814,
  "species": ["C", "C", "C", "C", "C", "C", "C", "C", "C", "P", "C", "C", "C", "C", "C", "C", "C", "C", "O", "C", "C", "C", "N", "N", "N", "P", "O", "H", "H", "H", "H", "H", "H", "H", "H", "H", "H", "H", "H", "H", "H", "H", "H", "H", "H", "H", "H", "H", "H", "H", "H", "H", "H", "H", "H", "H", "H", "H", "H", "H", "H", "H", "H", "H", "H", "H", "H", "H", "H", "H", "H", "H", "H", "H", "H"],
  "xyz": [[4.0785, 3.5105, 0.6798], [3.2347, 3.8082, 1.9924], [2.5515, 2.4432, 2.3864], [1.5940, 2.5475, 3.6247], [1.1021, 1.0823, 4.0047], [-0.3606, 0.7709, 3.5059], [-0.3901, -0.4868, 2.5362], [0.3990, -0.0467, 1.2463], [0.2083, -1.0536, 0.0415], [1.5228, -0.7991, -1.2844], [1.2577, 0.8070, -2.2342], [-0.2320, 1.3299, -2.0862], [-1.2785, 0.3357, -2.6768], [-2.7681, 0.6570, -2.3122], [-2.9776, 1.2974, -0.8976], [-4.4804, 1.7497, -0.7632], [-5.3688, 0.7630, 0.0682], [-5.1512, -0.7434, -0.2560], [-4.0457, -1.3198, 0.4628], [-4.4293, -2.5983, 1.0143], [1.3500, -2.1877, -2.5234], [2.2678, -3.4372, -2.2900], [1.6270, -4.5518, -3.0537], [2.3632, -3.8934, -0.8801], [3.5906, -3.2339, -2.8965], [3.5314, -0.6909, -0.4213], [4.3669, 0.1073, -1.4321], [4.1491, 4.4007, 0.0244], [5.0570, 3.0614, 0.9385], [3.5158, 2.7414, 0.0894], [3.8700, 4.2158, 2.8023], [2.4151, 4.4894, 1.6857], [1.9105, 2.1797, 1.5076], [3.3047, 1.6531, 2.6076], [2.1954, 2.8965, 4.4951], [0.7051, 3.1909, 3.4520], [1.0607, 1.0367, 5.1196], [1.8371, 0.3064, 3.6915], [-1.0652, 0.5367, 4.3271], [-0.7298, 1.6319, 2.9013], [-1.4396, -0.7808, 2.3259], [0.1704, -1.3193, 3.0281], [1.4694, -0.0134, 1.5356], [0.0107, 0.9570, 0.9723], [0.2471, -2.0758, 0.4826], [-0.8199, -0.9113, -0.3521], [1.9813, 1.5941, -1.9191], [1.4371, 0.5795, -3.3121], [-0.3638, 1.5616, -1.0112], [-0.2823, 2.2836, -2.6615], [-1.0422, -0.7283, -2.4304], [-1.1784, 0.3956, -3.7898], [-3.3122, -0.3191, -2.3006], [-3.2903, 1.2738, -3.0772], [-2.6805, 0.6344, -0.0543], [-2.3644, 2.2270, -0.8023], [-4.9442, 1.9879, -1.7474], [-4.4688, 2.7199, -0.2076], [-6.4342, 0.9896, -0.1811], [-5.2630, 0.9732, 1.1582], [-5.0803, -0.9580, -1.3521], [-6.0680, -1.2865, 0.0886], [-5.2081, -2.4303, 1.7887], [-3.4955, -3.0142, 1.4550], [-4.7901, -3.2397, 0.1809], [1.6551, -1.7590, -3.5103], [0.2730, -2.4459, -2.6433], [0.6468, -4.5149, -2.7583], [1.9570, -5.4130, -2.6130], [3.3122, -3.9093, -0.5302], [1.7246, -3.4207, -0.2517], [3.9369, -2.2939, -2.7067], [4.2395, -3.9314, -2.5409], [3.5161, 0.0334, 0.8034], [4.1596, -1.9529, -0.2634]],
  "forces_ev_per_a": [[-0.81, -0.12, 0.51], [-0.01, -1.47, -1.33], [-0.80, 1.50, 0.44], [0.88, -1.68, 0.08], [-0.95, 0.86, 0.93], [0.40, -1.15, -0.93], [0.77, 1.04, 0.09], [-0.63, -0.94, 0.10], [0.18, 0.70, 1.00], [-2.43, -0.43, -0.43], [-0.59, 0.26, -0.14], [0.77, -0.45, -0.08], [-0.07, 0.41, -0.60], [0.05, -0.76, 0.82], [-0.46, 0.83, -0.76], [0.27, 0.24, 1.18], [-0.13, 0.16, -0.83], [-1.00, -0.12, 0.65], [-0.42, -0.13, -0.21], [0.69, 0.56, -0.33], [1.03, 0.32, -0.55], [-0.17, -1.47, -0.65], [-0.45, 0.85, 0.68], [-0.14, 0.84, -0.17], [-0.83, 0.59, 0.73], [3.78, 2.35, -2.08], [-1.83, -1.38, 1.29], [0.40, -0.49, 0.50], [-0.39, 0.48, -0.33], [0.47, 0.54, 0.32], [-0.53, -0.08, -0.45], [0.54, -0.06, 0.59], [0.71, -0.14, 0.55], [-0.38, 0.45, -0.33], [-0.55, 0.17, -0.64], [0.76, -0.20, 0.11], [0.17, -0.09, -0.78], [-0.48, 0.51, 0.07], [0.48, 0.49, -0.30], [-0.02, -0.49, 0.65], [0.64, 0.09, -0.05], [-0.63, 0.39, -0.38], [-0.69, 0.33, -0.25], [0.57, -0.54, 0.00], [0.23, 0.46, -0.64], [0.73, -0.18, -0.13], [-0.35, -0.77, -0.09], [0.18, -0.02, 0.85], [-0.28, -0.11, -0.70], [0.04, -0.57, 0.55], [-0.20, 0.84, 0.03], [-0.01, -0.15, 0.76], [0.35, 0.72, -0.17], [0.67, -0.22, 0.47], [-0.27, 0.23, -0.63], [-0.35, -0.69, -0.19], [0.45, -0.42, 0.54], [-0.17, -0.65, -0.43], [0.70, -0.18, 0.23], [0.11, -0.45, -0.74], [0.13, 0.33, 0.73], [0.52, 0.47, -0.31], [0.41, -0.40, -0.42], [-0.82, 0.10, -0.19], [0.10, 0.10, 0.72], [-0.21, -0.31, 0.71], [0.73, 0.16, 0.48], [0.16, -0.34, -0.29], [0.09, 0.15, -0.31], [-0.20, 0.10, 0.11], [0.18, -0.29, 0.14], [0.28, -0.26, -0.08], [0.05, 0.16, -0.22], [-0.56, -0.71, 0.02], [-0.85, 0.11, 0.51]]
}

2.
{
  "formula": "C4H6I2",
  "method": "ωB97M-V/def2-TZVPD",
  "fmax_ev_per_a": 4.71,
  "lumo_ha": -0.00479,
  "multiplicity": 1,
  "de_lowest_kcal_mol": 50.5,
  "homo_lumo_gap_ha": 0.334,
  "e_tot_ha": -751.2701,
  "species": ["C", "C", "C", "C", "I", "I", "H", "H", "H", "H", "H", "H"],
  "xyz": [[-0.2936, 1.8851, -0.5101], [-0.6077, 0.7706, 0.0374], [0.2247, -1.6674, -0.3570], [0.3607, -0.2917, 0.4082], [-2.6456, 0.2451, 0.5313], [2.4036, 0.3501, 0.5739], [-0.8629, 2.7091, -0.8014], [0.7187, 2.2822, -0.3074], [0.2336, -1.3556, -1.4837], [1.0965, -2.2500, -0.0995], [-0.8033, -2.0342, 0.0031], [0.1754, -0.6432, 2.0053]],
  "forces_ev_per_a": [[2.26, 2.77, 0.54], [-1.07, -2.68, 1.07], [-1.41, 2.73, -0.36], [-0.13, -1.99, 4.27], [0.67, 0.19, -0.48], [-0.01, -0.07, -0.29], [-1.70, 0.60, -0.53], [-0.09, -0.87, -0.82], [-0.14, -0.98, 1.89], [-0.24, -0.54, -0.03], [1.74, -0.08, -0.96], [0.14, 0.92, -4.31]]
}